# 1
{"formula": "C3H6N2O2", "method": "ωB97M-V with the def2-TZVPD basis set", "species": ["C", "C", "C", "H", "H", "H", "H", "H", "H", "N", "N", "O", "O"], "xyz": [[0.41117, -1.05262, 1.93973], [0.59187, 1.15125, -0.76812], [-0.99682, -0.57825, 0.13322], [1.29846, -1.87611, 1.64679], [1.12947, -0.50969, 2.71311], [-0.47320, -1.62201, 2.38015], [1.31392, 1.35981, -1.36886], [0.37009, 1.94633, -0.05622], [-1.80542, -0.87705, 0.54841], [0.16111, -0.31674, 0.77215], [-1.51595, 0.10544, -0.89920], [1.37514, 0.14657, -0.05182], [-0.42349, 0.59538, -1.54854]], "largest_force_ev_per_a": 7.206, "smiles": "CN1C=NOCO1", "de_lowest_ev": 8.298, "charge": 0}



# 2
{"formula": "C2ClCuF3O6", "method": "ωB97M-V with the def2-TZVPD basis set", "species": ["Cu", "O", "Cl", "O", "O", "O", "F", "C", "F", "F", "C", "O", "O"], "xyz": [[0.37492, 0.15171, -0.79676], [1.58274, -0.72589, -4.04284], [2.03038, -0.04369, -2.88739], [3.24071, 0.66744, -2.91318], [1.96118, -0.92880, -1.73724], [0.90679, 0.88728, -2.43362], [-3.03467, 0.01018, 1.98097], [-1.85627, -0.19527, 2.59019], [-1.76494, 0.52477, 3.65485], [-1.70100, -1.46275, 2.90268], [-0.82928, 0.29114, 1.52294], [-0.67465, 1.48152, 1.39616], [-0.23592, -0.65764, 0.76322]], "largest_force_ev_per_a": 5.486, "charge": -1}



# 3
{"formula": "C19H28NO11W", "method": "ωB97M-V with the def2-TZVPD basis set", "species": ["W", "C", "C", "O", "C", "C", "O", "C", "C", "O", "C", "C", "O", "C", "C", "O", "C", "C", "O", "H", "H", "H", "H", "H", "H", "H", "H", "H", "H", "H", "H", "H", "H", "H", "H", "H", "H", "H", "H", "H", "H", "H", "H", "O", "O", "C", "O", "C", "C", "C", "C", "C", "C", "N", "O", "O", "H", "H", "H", "H"], "xyz": [[0.83502, -0.14611, -0.80828], [3.20560, 1.51408, -2.00655], [3.79061, 0.41020, -1.15270], [2.88295, 0.02953, -0.09851], [3.05792, 0.65147, 1.18799], [2.47516, 2.04823, 1.15719], [1.27700, 1.98948, 0.36493], [0.27920, 2.94726, 0.75526], [-0.50208, 2.43958, 1.96199], [-0.77354, 1.06595, 1.82541], [-2.04631, 0.70302, 1.33246], [-2.28764, 1.10860, -0.10806], [-1.13720, 0.92283, -0.99155], [-1.26261, 1.73246, -2.18851], [-1.50587, 0.87065, -3.41132], [-0.55700, -0.15731, -3.51841], [0.63095, 0.12003, -4.22955], [1.47174, 1.28387, -3.73255], [1.86011, 1.13493, -2.34687], [3.80687, 1.61927, -2.90992], [3.17509, 2.47603, -1.49457], [4.74473, 0.71338, -0.72032], [3.92812, -0.49327, -1.74491], [4.11810, 0.66378, 1.44314], [2.51372, -0.00161, 1.86690], [3.14619, 2.78694, 0.71082], [2.24525, 2.36227, 2.17625], [-0.36048, 3.08073, -0.11275], [0.75987, 3.90437, 0.97117], [-1.41060, 3.03947, 2.08589], [0.08608, 2.55131, 2.87470], [-2.84358, 1.17156, 1.92238], [-2.11729, -0.36961, 1.45668], [-2.52255, 2.17423, -0.14922], [-3.13405, 0.55197, -0.51414], [-0.34396, 2.31097, -2.26792], [-2.09255, 2.42879, -2.06601], [-1.52633, 1.51643, -4.29858], [-2.47874, 0.38362, -3.33070], [0.40460, 0.32944, -5.28274], [1.21009, -0.79910, -4.17325], [0.96516, 2.24431, -3.84895], [2.37439, 1.31338, -4.34446], [1.24187, -1.47519, -1.73949], [1.37430, -1.70083, 2.03966], [0.25685, -1.86631, 1.58740], [-0.22004, -1.25903, 0.52871], [-0.71577, -2.80828, 2.23165], [-0.36280, -3.45162, 3.41425], [-1.25236, -4.31496, 4.03546], [-2.50617, -4.54024, 3.48618], [-2.83504, -3.88827, 2.31214], [-1.96245, -3.03658, 1.66624], [-4.17373, -4.09567, 1.72453], [-4.88488, -4.93544, 2.22943], [-4.48065, -3.40033, 0.77475], [0.61661, -3.26351, 3.83219], [-0.97337, -4.81408, 4.95303], [-3.22205, -5.20335, 3.94893], [-2.24249, -2.57369, 0.73301]], "largest_force_ev_per_a": 0.202, "de_lowest_ev": 0.000, "charge": 1}



# 4
{"formula": "C19H29N5O2S", "method": "ωB97M-V with the def2-TZVPD basis set", "species": ["C", "C", "C", "N", "C", "N", "N", "C", "C", "C", "C", "C", "C", "C", "H", "H", "H", "H", "H", "H", "H", "H", "H", "H", "H", "S", "C", "C", "O", "N", "C", "O", "N", "H", "C", "C", "H", "H", "C", "H", "H", "C", "H", "H", "C", "H", "H", "H", "H", "H", "H", "H", "H", "H", "H", "H"], "xyz": [[-0.33567, -0.85803, 2.04984], [-1.07340, 0.00226, 2.72459], [-1.96102, 1.06281, 2.12802], [-1.90432, 1.09630, 0.69408], [-1.04600, 1.82975, -0.06638], [-1.17293, 1.51986, -1.33170], [-2.11791, 0.56938, -1.41912], [-2.54932, 0.30058, -0.22166], [-3.59615, -0.69546, 0.11904], [-3.53852, -1.86891, -0.86197], [-4.62948, -2.88449, -0.54224], [-6.00525, -2.22682, -0.58967], [-6.06858, -1.05628, 0.38628], [-4.98194, -0.03576, 0.06506], [-5.13717, 0.36489, -0.93848], [-5.03041, 0.79840, 0.77071], [-7.04816, -0.57679, 0.33333], [-5.93146, -1.42573, 1.40591], [-6.19684, -1.86332, -1.60126], [-6.77801, -2.95760, -0.34266], [-4.58509, -3.70641, -1.25849], [-4.46036, -3.30054, 0.45434], [-3.66610, -1.48185, -1.87309], [-2.55490, -2.33802, -0.80940], [-3.41399, -1.06754, 1.13395], [0.06570, 3.00075, 0.58581], [1.16821, 3.16728, -0.86368], [2.12783, 1.99272, -0.83769], [3.25564, 2.09705, -0.39730], [1.58080, 0.83633, -1.28994], [2.02101, -0.48696, -1.01661], [1.23230, -1.39762, -1.13399], [3.30022, -0.58504, -0.64374], [3.81165, 0.27636, -0.47822], [3.88912, -1.82807, -0.19577], [5.25741, -2.04921, -0.87399], [5.44974, -1.22538, -1.56148], [5.27250, -2.97290, -1.44923], [6.29795, -2.06549, 0.25246], [6.49350, -3.09165, 0.56728], [7.24196, -1.61853, -0.05432], [5.63022, -1.30164, 1.39277], [5.67975, -0.22754, 1.20828], [6.08794, -1.50701, 2.35915], [4.18464, -1.78145, 1.31324], [3.48749, -1.12769, 1.83591], [4.10172, -2.78412, 1.73383], [3.16773, -2.60976, -0.44459], [0.62074, 0.87563, -1.64382], [1.71034, 4.10056, -0.72308], [0.54002, 3.19128, -1.75155], [-1.65084, 2.04515, 2.50251], [-2.99781, 0.89589, 2.44055], [-1.08181, -0.00013, 3.80610], [0.27561, -1.58428, 2.55639], [-0.29951, -0.89408, 0.97291]], "largest_force_ev_per_a": 1.216, "smiles": "C=CCn1c(SCC(=O)NC(=O)NC2CCCC2)nnc1C1CCCCC1", "de_lowest_ev": 0.000, "charge": 0}



| no. | molecular weight (g/mol) | E_tot (Ha) | LUMO (eV) |
| --- | --- | --- | --- |
| 1 | 102.093 | -377.654410 | 0.6 |
| 2 | 276.009 | -2927.782452 | 3.6 |
| 3 | 630.269 | -1689.934823 | -2.3 |
| 4 | 391.541 | -1563.902103 | 0.5 |